Version a
Computed, not measured: C3H4N2O as an isolated structure, with ωB97M-V/def2-TZVPD.

Properties
spin multiplicity: 1
total charge: 0
E_HOMO: -8.7 eV
E_LUMO: 0.580 eV
HOMO-LUMO gap: 9.23 eV

CARTESIAN COORDINATES (ANGSTROEM)
O1 1.1755 -1.2396 1.5434
C1 0.9996 -0.8619 0.4738
C2 0.9169 -0.2774 -0.8278
N1 0.5468 0.9524 -0.1388
C3 -0.7563 0.8764 0.2593
N2 -1.4473 -0.2145 0.1917
H1 1.9072 -0.2025 -1.2850
H2 0.1700 -0.7632 -1.4684
H3 -1.1332 1.8180 0.6743
H4 -2.3792 -0.0876 0.5775

Löwdin atomic charge list, values in e, 2 entries:
1. O 0.26
2. C -0.10

=====

Version b
Computed, not measured: one molecule with the formula C3H4N2O, with ωB97M-V/def2-TZVPD.

Properties
spin multiplicity: 1
total charge: 0
structure (SMILES): O=c1[nH]cc[nH]1
E_HOMO: -8.1 eV
E_LUMO: 0.817 eV
HOMO-LUMO gap: 8.89 eV

CARTESIAN COORDINATES (ANGSTROEM)
O1 2.4245 0.5037 0.4228
C1 1.2938 0.3378 0.0953
N1 0.4101 -1.1739 -0.1535
C2 -0.8683 -0.7541 0.0072
C3 -1.0099 0.5861 0.0315
N2 0.2698 1.2098 -0.1293
H1 0.4789 -2.2028 -0.2492
H2 -1.7083 -1.4289 0.1667
H3 -1.6926 1.0642 0.7172
H4 0.4021 1.8580 -0.9088

Löwdin atomic charge list, values in e, 2 entries:
1. O 0.13
2. C -0.34

=====

Pick version b: it beats the second-best structure by 21.3 kcal/mol.

=====

Version a
Computed, not measured: one molecule with the formula C3H4N2O, with ωB97M-V/def2-TZVPD.

Properties
spin multiplicity: 1
total charge: 0
structure (SMILES): CC(=O)N1C=N1
E_HOMO: -9.8 eV
E_LUMO: 0.757 eV
HOMO-LUMO gap: 10.58 eV

CARTESIAN COORDINATES (ANGSTROEM)
C1 -1.5609 0.0744 0.1037
C2 -0.2067 -0.3333 -0.4260
N1 0.8196 0.6484 -0.2026
C3 2.0156 0.2283 0.4083
N2 2.2071 0.0800 -0.8034
O1 -0.0166 -1.3281 -1.0744
H1 -1.5184 0.9237 0.7878
H2 -2.0194 -0.7893 0.5927
H3 -2.1938 0.3406 -0.7494
H4 2.4752 0.1900 1.3896

Löwdin atomic charge list, values in e, 2 entries:
1. C -0.01
2. C -0.52

=====

Version b
Computed, not measured: one molecule with the formula C3H4N2O, with ωB97M-V/def2-TZVPD.

Properties
spin multiplicity: 1
total charge: 0
structure (SMILES): On1cccn1
E_HOMO: -8.9 eV
E_LUMO: 0.810 eV
HOMO-LUMO gap: 9.73 eV

CARTESIAN COORDINATES (ANGSTROEM)
C1 0.9390 -0.4782 -0.1953
C2 -0.1618 -1.1913 -0.0594
C3 -1.2869 -0.4123 -0.1192
H1 0.1731 2.5181 0.5226
H2 1.8681 -0.7833 -0.3434
H3 0.1284 -2.3168 0.1619
H4 -2.2665 -0.8782 0.2223
N1 0.4724 0.8146 -0.3259
N2 -0.8229 0.8171 0.0224
O1 0.9571 1.9102 0.1140

Löwdin atomic charge list, values in e, 2 entries:
1. C -0.06
2. C -0.15

=====

Version c
Computed, not measured: one molecule with the formula C3H4N2O, with ωB97M-V/def2-TZVPD.

Properties
spin multiplicity: 1
total charge: 0
structure (SMILES): On1ccnc1
E_HOMO: -9.1 eV
E_LUMO: 0.739 eV
HOMO-LUMO gap: 9.85 eV

CARTESIAN COORDINATES (ANGSTROEM)
C1 1.4243 -0.1360 -0.6570
C2 0.2499 0.0981 -1.2084
C3 0.1988 -0.1962 1.1946
N1 1.4157 -0.3054 0.7543
N2 -0.7188 -0.0166 0.2966
O1 -1.9620 0.6122 0.3929
H1 2.2945 -0.1150 -1.1527
H2 -0.2839 0.2468 -2.0530
H3 -0.0868 -0.0970 2.2014
H4 -2.5316 -0.0910 0.2313

Löwdin atomic charge list, values in e, 2 entries:
1. C -0.17
2. C 0.13

=====

Version d
Computed, not measured: one molecule with the formula C3H4N2O, with ωB97M-V/def2-TZVPD.

Properties
spin multiplicity: 1
total charge: 0
structure (SMILES): O=C1C=NCN1
E_HOMO: -9.5 eV
E_LUMO: 0.680 eV
HOMO-LUMO gap: 10.16 eV

CARTESIAN COORDINATES (ANGSTROEM)
C1 -0.5093 -1.2258 -0.0904
C2 -1.2839 0.1789 -0.0305
C3 1.2190 0.2087 0.0112
N1 0.7811 -1.0816 0.0543
N2 -0.3260 1.0840 0.0434
O1 -2.4543 0.2660 -0.1072
H1 -0.8068 -2.2584 -0.1654
H2 1.8450 0.4333 0.8207
H3 1.9145 0.3017 -0.7971
H4 -0.3793 2.0932 0.2610

Löwdin atomic charge list, values in e, 2 entries:
1. C 0.03
2. C -0.57

=====

Pick version d: it beats the second-best structure by 32.2 kcal/mol.